[1]
Molecular formula: C45H44InN12O8S4Sb
Method: DFT, the ωB97M-V functional and the def2-TZVPD basis

Values from the calculation:
Spin multiplicity: 1
ΔE to the lowest compared entry with this formula, charge and spin, eV: 0.714
Kohn-Sham gap, eV: 5.8
Calculated total energy, hartree: -5023.35647

XYZ file:
```
115
Properties=species:S:1:pos:R:3:forces:R:3:mulliken_charge:R:1
Sb 0.495574 0.225037 -2.676965 0.5 -0.2 0.0 0.21
In 0.907365 -0.150778 0.155068 -0.4 0.1 0.1 2.74
S 1.564868 4.160665 -2.467652 0.0 0.1 0.0 1.22
S -1.803530 1.611402 3.095712 0.2 -0.2 0.2 -0.04
S -2.607357 0.613775 -0.179384 0.0 0.1 -0.2 1.97
S -4.856983 -6.980876 3.920480 0.1 0.0 -0.1 1.21
O -3.833830 -6.435028 4.784668 0.0 0.0 0.0 -0.68
O 0.843376 2.167374 0.523268 -0.1 -0.3 -0.1 -0.18
O 2.977398 4.288174 -2.723405 -0.1 0.0 0.0 -0.70
O -2.887042 2.017616 -0.317943 0.1 0.0 0.1 -0.86
O 0.682451 4.289625 -3.595234 0.0 0.0 0.0 -0.80
O -5.185111 -8.368310 4.128577 0.0 -0.1 0.0 -0.67
O -2.355182 -0.171886 -1.371746 0.0 0.1 -0.1 -0.83
O -6.002814 -6.103217 3.697399 0.0 0.2 0.0 -0.67
N -6.184856 -2.193606 3.457816 -0.2 0.3 0.0 -0.41
N 3.076555 1.579043 2.325533 0.1 0.1 0.0 -0.45
N 1.258459 2.784291 -1.643468 0.1 0.0 0.2 -0.01
N 2.522867 -2.168985 -0.085772 0.0 -0.1 0.0 0.28
N -1.254206 0.375908 0.676746 0.1 0.2 0.1 -0.63
N -0.349073 -2.197450 0.448067 -0.1 0.0 0.0 0.93
N 0.224189 0.190493 2.373136 -0.1 0.1 0.0 -0.13
N 3.195485 0.461147 -0.048742 -0.2 0.0 0.3 0.67
N -4.723626 -7.593246 1.271824 0.0 0.0 0.0 -0.51
N 3.097374 3.546070 3.605916 0.0 0.1 -0.1 0.05
N -3.232346 -5.925546 2.040792 -0.2 0.0 0.1 -0.30
N 3.618448 1.757907 0.052976 0.2 -0.1 -0.3 -0.95
C 4.100939 4.520662 0.225752 0.0 0.0 0.0 -0.42
C -4.909667 -2.187111 1.431952 -0.1 -0.1 0.0 -0.89
C 3.987947 -0.355050 -0.607884 0.1 -0.1 0.0 -1.15
C -0.689972 -2.710790 1.640524 0.1 0.1 0.0 -1.07
C 0.807960 4.485710 -0.058059 -0.1 -0.1 0.0 0.51
C 0.322327 6.449768 1.181914 0.0 0.0 0.0 -0.90
C 3.636363 -1.775807 -0.715279 0.0 0.1 0.1 1.13
C -5.502320 -1.507806 2.514539 0.0 -0.1 0.0 1.02
C 1.096848 5.261635 -1.160407 0.0 0.0 0.0 0.09
C -2.967578 -5.574111 0.788328 0.1 0.1 0.0 0.29
C -4.102885 -1.514622 0.549508 0.1 0.1 0.0 -0.49
C -3.891989 -0.141445 0.695879 0.0 -0.1 0.3 -0.74
C 2.472405 0.505032 -3.466438 -0.1 0.3 -0.1 0.12
C 3.659360 5.728272 2.701794 0.0 0.0 0.0 -1.01
C 3.450115 2.305355 1.204370 0.0 0.0 0.3 -0.04
C 1.022988 6.637991 -1.131721 0.0 0.0 0.0 -0.88
C -5.370401 -0.111283 2.586709 0.0 0.0 0.1 -0.90
C -1.524874 -3.799675 1.780846 0.1 0.0 0.0 -0.77
C -0.945178 0.655563 1.943814 -0.6 0.1 -0.5 0.58
C 0.965615 3.030256 -0.375206 0.0 0.2 -0.2 -0.91
C 4.267125 5.880446 0.372257 0.0 0.0 0.1 -0.90
C -4.424413 -7.252765 0.028685 0.0 -0.1 0.0 -0.44
C 1.166360 -2.663451 -3.595359 -0.1 0.0 -0.1 -0.84
C 4.201743 -4.007079 -1.326387 0.0 -0.1 0.0 -0.63
C 2.272847 -3.478382 -0.026169 0.1 0.1 -0.1 -0.42
C 2.544706 0.818167 -4.961282 0.0 0.0 0.1 -1.41
C -0.917341 1.482596 -5.116328 -0.1 0.1 0.1 -1.28
C 0.127183 -1.563520 -3.819295 0.1 0.0 0.1 -1.30
C -4.562464 0.560006 1.698065 -0.1 0.0 -0.2 -0.66
C -3.575240 -6.201854 -0.284909 0.1 0.0 -0.1 -0.62
C 4.043858 6.482878 1.613086 0.0 0.0 0.0 -0.48
C 3.485118 4.356555 2.542324 0.0 0.0 0.1 0.16
C 0.414040 5.063062 1.132948 0.0 0.1 0.0 0.08
C -1.678493 -3.884170 -0.592839 0.0 0.0 0.0 -1.07
C 3.697265 3.743545 1.313651 0.2 0.0 0.0 1.43
C 2.935422 2.222777 3.434661 0.1 0.0 -0.1 -0.50
C -0.931695 1.522194 -3.592746 0.0 -0.2 0.0 -0.23
C -2.029125 -4.420974 0.640368 -0.1 -0.1 0.0 0.98
C 4.490926 -2.653300 -1.359031 0.1 0.0 -0.1 -0.85
C 0.442919 0.559170 3.682491 0.0 -0.2 -0.1 -1.44
C -0.527208 1.308323 4.241989 0.0 0.1 0.0 -0.59
C 0.625455 7.226086 0.064922 0.0 0.0 0.0 -0.65
C -0.864746 -2.768577 -0.641037 0.1 -0.1 0.1 0.30
C 3.087202 -4.429352 -0.625513 0.0 0.0 0.0 -0.84
C -4.147762 -6.875730 2.240674 0.0 0.3 -0.1 0.09
H 4.174758 7.551185 1.726575 0.0 0.0 0.0 0.43
H -0.270483 -2.215008 2.506232 0.0 0.0 0.0 0.41
H -1.018537 0.474182 -5.517977 0.0 0.0 0.0 0.27
H 1.258480 7.235399 -2.002725 0.0 0.0 0.0 0.54
H 2.163252 1.818850 -5.164149 0.0 0.0 0.0 0.31
H 2.920002 1.310705 -2.880242 0.0 -0.1 0.0 0.32
H 2.673919 1.676050 4.333956 0.1 0.1 -0.1 0.55
H -4.470712 1.638265 1.744634 0.1 0.0 0.1 0.66
H -2.047043 -4.303969 -1.518377 0.0 0.0 0.0 0.40
H -6.594475 -1.715077 4.237098 0.0 0.0 0.0 0.18
H 1.397088 -3.784003 0.524199 -0.1 0.0 0.0 0.63
H 4.844949 -4.719660 -1.825843 0.0 0.0 0.0 0.43
H -0.017589 1.935741 -5.526078 0.0 0.0 0.0 0.23
H -1.800571 -4.185742 2.754030 0.0 0.0 0.0 0.74
H 3.492268 6.187542 3.669374 0.0 0.0 0.0 0.42
H 2.921596 3.959387 4.506611 0.0 0.0 0.0 0.28
H -3.625418 -2.035207 -0.271428 0.0 0.0 0.1 0.76
H 4.564803 6.478547 -0.478497 0.0 0.0 0.0 0.42
H 5.370781 -2.275254 -1.863773 0.0 0.0 0.0 0.51
H 1.325931 -2.892024 -2.538788 0.0 0.0 0.0 -0.03
H -3.410385 -5.912208 -1.313029 0.0 0.0 0.0 0.38
H 0.149093 -1.247070 -4.861825 -0.1 0.0 0.0 0.58
H -0.714278 2.515980 -3.223965 -0.1 0.1 0.0 0.34
H 2.132330 -2.376549 -4.014247 0.0 0.0 0.0 0.34
H -5.093717 -3.250177 1.319682 0.1 0.0 0.0 0.43
H 0.543501 8.303619 0.125119 0.0 0.0 0.0 0.44
H -0.000273 6.935045 2.094475 0.0 0.0 0.0 0.45
H 2.995979 -0.424523 -3.231380 0.0 0.0 0.0 0.18
H -4.892162 -7.836148 -0.758213 0.0 0.0 0.0 0.42
H 0.865981 -3.593068 -4.084049 0.0 0.0 0.0 0.41
H -0.890582 -1.890979 -3.602146 0.0 0.0 -0.1 0.67
H 4.251267 4.043605 -0.732859 0.0 0.0 0.0 0.53
H -0.622768 -2.307771 -1.586496 0.0 0.0 0.0 -0.46
H -0.587070 1.673591 5.253699 0.0 -0.1 0.0 0.52
H -1.768397 2.060596 -5.481700 0.0 0.0 0.0 0.46
H -5.893847 0.432665 3.364719 0.0 0.0 0.0 0.32
H -6.267851 -3.188397 3.429308 0.1 -0.5 0.0 0.14
H 1.327949 0.199165 4.184126 -0.1 -0.1 0.0 0.92
H -1.875931 1.178638 -3.174561 0.0 0.0 -0.1 0.44
H 0.174968 4.439903 1.986774 0.0 0.0 0.0 0.53
H 4.967835 -0.023245 -0.940378 0.0 0.0 0.0 0.40
H 3.579244 0.788140 -5.309442 0.0 0.0 0.0 0.40
H 2.839576 -5.477629 -0.536946 0.0 0.0 0.0 0.50
H 1.976401 0.108119 -5.565321 0.0 0.0 0.0 0.30
```
Positions in Å, forces in eV/Å.

=====

[2]
Molecular formula: C25H28N6
Method: DFT, the ωB97M-V functional and the def2-TZVPD basis

Values from the calculation:
Spin multiplicity: 1
SMILES: CCCc1cc(N2CCN(c3ccccn3)CC2)n2nc(C)c(-c3ccccc3)c2n1
ΔE to the lowest compared entry with this formula, charge and spin, eV: 0.000
Kohn-Sham gap, eV: 8.1
Calculated total energy, hartree: -1298.00748

XYZ file:
```
59
Properties=species:S:1:pos:R:3:forces:R:3:mulliken_charge:R:1
N 0.434654 0.714795 -1.116318 -0.8 -0.5 0.0 0.88
N 2.800215 0.595721 -1.457023 -0.4 0.1 0.0 0.12
N -0.934729 -1.245889 -1.085086 -0.4 -0.5 -0.1 -0.39
N 0.303988 2.032420 -0.927746 0.2 1.0 0.0 -1.16
N 3.266454 1.407731 0.928053 0.3 0.1 0.1 -0.02
N 2.295353 -0.584320 1.571928 0.4 0.3 -0.2 -0.23
C 1.045374 1.419455 1.929991 -0.1 0.0 0.0 -0.41
C -0.787027 0.063619 -0.933115 0.0 0.5 0.0 -0.55
C 1.292817 -1.271714 2.092819 -0.4 -0.2 0.2 -0.80
C -3.120614 0.845971 -0.301763 -0.2 -0.1 0.1 0.40
C 0.125989 -1.940970 -1.424205 0.1 0.2 0.0 0.95
C 1.391974 -1.354501 -1.563352 -0.1 0.1 0.1 -1.03
C -0.002674 0.682381 2.434466 0.1 0.0 -0.1 -0.34
C 2.181597 0.740334 1.462948 -0.2 -0.2 0.5 0.54
C 0.263726 -4.200669 -0.351342 -0.2 0.0 0.0 -0.35
C -0.973480 2.252476 -0.637570 0.2 -0.5 -0.1 0.75
C 4.351349 0.585279 0.438176 0.1 -0.1 0.1 -0.79
C 3.051244 2.534966 0.045306 0.0 0.2 -0.1 -0.73
C -5.415101 1.584686 -0.231483 -0.1 0.1 0.0 -0.74
C -1.415109 3.641620 -0.339487 0.1 0.0 -0.1 -1.98
C -1.717394 1.060211 -0.616873 0.5 0.0 -0.1 0.49
C -5.793975 0.394313 0.364669 -0.1 0.0 0.0 -0.40
C 2.984931 2.030380 -1.421490 0.0 0.5 -0.1 -0.80
C 1.571018 0.005804 -1.364548 0.3 -0.5 -0.4 0.98
C 0.108120 -0.701626 2.513800 0.0 -0.1 0.0 -0.51
C 3.953911 -0.089846 -0.902391 0.2 -0.3 0.0 -0.76
C -0.049396 -3.415103 -1.632222 0.2 -0.1 0.1 -1.45
C -0.807883 -3.988856 0.708651 0.2 0.0 0.0 -0.75
C -3.516056 -0.356621 0.285720 0.0 0.0 0.1 -0.40
C -4.092178 1.810480 -0.564436 0.1 -0.1 0.0 -0.41
C -4.838531 -0.577746 0.614696 -0.1 0.0 0.0 -0.77
H -0.901316 1.178762 2.771506 -0.1 0.1 0.0 0.43
H 0.331786 -5.263249 -0.595652 0.1 0.0 0.0 0.36
H -1.082272 -3.605940 -1.924461 0.0 0.0 -0.1 0.40
H 1.458445 -2.339651 2.156480 -0.1 -0.1 0.0 0.53
H 3.925050 2.235381 -1.942908 0.0 0.0 0.0 0.37
H -6.156504 2.342414 -0.443533 0.0 0.0 0.0 0.38
H -0.928573 -2.927758 0.908767 -0.1 0.1 0.1 -0.18
H -2.130172 3.644062 0.480448 -0.1 0.1 0.0 0.47
H 2.116451 3.030029 0.293343 0.1 0.0 0.0 0.08
H 0.615764 -3.745415 -2.432554 0.0 0.0 0.0 0.43
H 1.235007 -3.881879 0.034569 0.1 -0.1 0.0 0.29
H 5.218982 1.236637 0.306288 0.0 0.0 0.0 0.24
H -1.762466 -4.381055 0.365320 -0.1 0.0 0.0 0.37
H -1.886464 4.091425 -1.213235 -0.1 0.1 0.0 0.33
H -6.828161 0.222175 0.625855 -0.1 0.0 0.0 0.38
H -3.818999 2.731830 -1.054386 0.0 0.1 0.0 0.43
H -0.550606 4.246462 -0.075168 0.0 0.1 0.0 0.38
H -0.539254 -4.493029 1.634689 0.0 0.0 0.1 0.37
H 2.168417 2.517409 -1.949097 0.3 0.0 0.0 0.47
H 3.704179 -1.130267 -0.715201 0.0 0.1 0.0 0.22
H -5.128576 -1.513411 1.071540 0.0 -0.1 0.0 0.40
H 4.778085 -0.039071 -1.621364 0.0 -0.1 0.0 0.53
H -2.771959 -1.114375 0.471955 0.0 -0.1 0.0 0.54
H 3.877500 3.241542 0.172305 -0.1 0.0 0.0 0.53
H 4.577021 -0.172841 1.186180 0.1 0.0 -0.1 0.47
H 0.985874 2.494770 1.896557 0.0 0.1 0.0 0.43
H 2.229906 -1.974438 -1.831721 0.1 0.0 0.0 0.55
H -0.695737 -1.305311 2.902700 -0.1 -0.1 0.0 0.49
```
Positions in Å, forces in eV/Å.

=====

[3]
Molecular formula: C4H7ClN2O
Method: DFT, the ωB97M-V functional and the def2-TZVPD basis

Values from the calculation:
Spin multiplicity: 1
SMILES: CN/C(N)=C(/Cl)C=O
ΔE to the lowest compared entry with this formula, charge and spin, eV: 0.632
Kohn-Sham gap, eV: 8.7
Calculated total energy, hartree: -801.53974

XYZ file:
```
15
Properties=species:S:1:pos:R:3:forces:R:3:mulliken_charge:R:1
Cl 1.968623 0.448008 -2.133484 1.0 -0.1 -1.0 -0.29
O -0.693762 2.134158 0.021055 -0.2 0.8 -0.2 -0.54
N -0.705692 -0.599199 0.525019 -0.3 -1.3 -0.1 -0.21
N 0.184209 -1.775604 -1.252622 -0.2 0.2 1.1 -0.55
C 0.709351 0.577710 -0.991158 0.1 1.0 0.2 0.22
C 0.136544 -0.580624 -0.552993 -1.1 0.3 0.2 0.42
C -0.616348 0.080049 1.795421 1.0 0.8 0.7 -0.89
C 0.267305 1.946644 -0.698853 -0.1 -1.3 0.9 -0.19
H -1.301571 0.910089 1.879791 -0.2 0.3 -0.3 0.28
H -1.316991 -1.413412 0.558284 0.3 0.4 -0.2 0.30
H 0.185822 -2.570748 -0.639724 0.0 -0.3 0.0 0.23
H -0.873646 -0.601884 2.612206 0.2 -0.2 -0.2 0.33
H 0.802910 -1.871777 -2.027816 0.3 0.3 -0.3 0.24
H 0.856449 2.795450 -1.103234 -0.1 -0.4 -0.2 0.34
H 0.396796 0.521142 2.008110 -0.8 -0.7 -0.5 0.30
```
Positions in Å, forces in eV/Å.